[1]
C4H12IN2 | ωB97M-V/def2-TZVPD

The energy above the lowest of the compared OMol25 structures with the same formula, charge and spin is 117.0 kJ/mol. The spin multiplicity is 1. Its charge is +1. As for the HOMO energy: -12.62 eV. Its SMILES is C[C@@H](I)[C@@H](N)C[NH3+]. The value obtained for the orbital gap is 9.113 eV. The energy is -566.5227 Ha. Its LUMO energy is -3.51 eV.

Element x y z (Å)
C1 0.957 1.729 0.554
C2 1.388 0.603 -0.436
I1 3.351 -0.261 0.061
C3 0.402 -0.704 -0.291
N1 0.014 -1.048 1.069
C4 -0.946 -0.287 -1.001
N2 -2.099 -0.774 -0.157
H1 0.069 2.108 0.364
H2 1.157 1.204 1.524
H3 1.658 2.549 0.585
H4 1.618 0.988 -1.422
H5 0.853 -1.471 -0.940
H6 0.542 -1.828 1.424
H7 0.058 -0.240 1.677
H8 -1.006 -0.813 -1.888
H9 -0.905 0.762 -1.181
H10 -2.805 -1.212 -0.777
H11 -2.648 0.002 0.336
H12 -1.658 -1.305 0.501

[2]
C8H28B2O30 | ωB97M-V/def2-TZVPD

The energy above the lowest of the compared OMol25 structures with the same formula, charge and spin is 211.4 kJ/mol. The spin multiplicity is 1. Its charge is -2. As for the HOMO energy: -4.92 eV. The value obtained for the orbital gap is 8.349 eV. The energy is -2629.1769 Ha. Its LUMO energy is 3.43 eV.

Element x y z (Å)
O1 -1.900 -2.306 2.576
C1 -1.354 -1.524 1.811
O2 -1.585 -0.177 1.568
B1 -0.695 0.297 0.515
O3 -0.107 -0.960 0.006
C2 -0.311 -1.975 0.803
O4 0.146 -3.119 0.779
O5 0.323 1.281 0.929
C3 0.289 2.369 0.206
O6 1.002 3.364 0.324
C4 -0.957 2.223 -0.688
O7 -1.507 1.035 -0.440
O8 -1.416 3.094 -1.452
O9 1.852 -1.104 -5.391
C5 1.994 -0.417 -4.380
O10 2.963 -0.375 -3.573
B2 2.558 0.177 -2.329
O11 1.257 0.849 -2.655
C6 0.862 0.547 -3.834
O12 -0.136 0.863 -4.444
O13 2.590 -0.743 -1.178
C7 3.369 -0.320 -0.199
O14 3.601 -0.872 0.848
C8 3.800 1.086 -0.598
O15 3.433 1.246 -1.875
O16 4.404 1.833 0.128
O17 -2.380 2.977 -3.955
H1 -2.459 2.099 -3.583
H2 -2.047 3.513 -3.235
O18 -4.441 0.683 0.836
H3 -4.542 -0.241 0.604
H4 -3.495 0.828 0.834
O19 3.341 4.517 1.537
H5 2.544 4.255 1.075
H6 3.499 3.810 2.162
O20 1.492 -3.383 3.688
H7 1.998 -4.196 3.708
H8 0.878 -3.500 2.963
O21 1.482 -5.398 -0.314
H9 1.550 -6.294 0.016
H10 1.117 -4.900 0.417
O22 -1.477 -1.286 -2.475
H11 -0.787 -0.752 -2.082
H12 -2.223 -0.692 -2.558
O23 2.116 4.985 -1.863
H13 2.437 4.797 -0.981
H14 1.298 5.462 -1.725
O24 -4.692 -1.801 2.750
H15 -5.292 -1.579 3.463
H16 -3.821 -1.632 3.109
O25 -3.448 0.657 4.145
H17 -4.037 1.133 3.559
H18 -2.582 1.020 3.962
O26 -0.806 -3.891 -1.910
H19 -0.300 -4.118 -1.130
H20 -1.036 -2.970 -1.787
O27 -2.659 -4.351 4.105
H21 -2.385 -3.726 3.434
H22 -2.077 -5.102 3.985
O28 2.385 2.236 3.172
H23 2.464 1.551 3.836
H24 1.778 1.875 2.526
O29 2.274 -3.519 -2.067
H25 1.693 -2.759 -2.057
H26 1.979 -4.057 -1.332
O30 -0.993 5.992 -1.241
H27 -1.682 6.340 -1.807
H28 -1.139 5.046 -1.240

[3]
C11H13MnNO7P2S | ωB97M-V/def2-TZVPD

The spin multiplicity is 2. Its charge is +2. As for the HOMO energy (spin up / spin down): -15.43 / -15.41 eV. The value obtained for the orbital gap (spin up / spin down) is 6.352 / 6.024 eV. The energy is -3239.8758 Ha. Its LUMO energy (spin up / spin down) is -9.08 / -9.39 eV.

Element x y z (Å)
Mn1 -0.231 1.256 1.321
C1 3.068 -1.199 3.147
C2 2.700 0.199 2.658
O1 3.695 1.177 2.933
P1 2.567 0.264 0.800
O2 2.816 -1.175 0.277
O3 3.718 1.167 0.280
O4 1.208 0.774 0.315
P2 1.092 0.753 3.334
O5 1.254 0.563 4.866
O6 0.747 2.151 2.795
O7 0.008 -0.110 2.657
H1 4.007 -1.517 2.698
H2 2.294 -1.924 2.895
H3 3.178 -1.179 4.232
H4 4.124 0.991 3.780
H5 3.194 -1.319 -0.603
H6 4.119 1.755 0.945
H7 0.567 0.872 5.476
S1 -3.698 1.109 -1.157
C3 -3.595 -0.410 -0.294
C4 -2.552 -0.470 0.559
C5 -1.750 0.716 0.491
C6 -2.333 1.689 -0.388
C7 -1.685 2.977 -0.453
C8 -2.058 4.077 -1.200
C9 -1.296 5.237 -1.084
C10 -0.209 5.253 -0.230
C11 0.109 4.105 0.490
N1 -0.605 2.993 0.372
H8 -4.334 -1.170 -0.504
H9 -2.324 -1.331 1.169
H10 -2.923 4.039 -1.848
H11 -1.560 6.118 -1.654
H12 0.396 6.141 -0.111
H13 0.942 4.072 1.179

[4]
C21H16F3NS | ωB97M-V/def2-TZVPD

The spin multiplicity is 1. As for the HOMO energy: -7.86 eV. Its SMILES is C[C@@H](Sc1cccc(C(F)(F)F)c1)n1c2ccccc2c2ccccc21. The value obtained for the orbital gap is 8.191 eV. The energy is -1562.4148 Ha. Its LUMO energy is 0.33 eV.

Element x y z (Å)
C1 1.182 2.479 -2.076
C2 0.420 1.511 -1.191
S1 -0.016 -0.039 -2.123
C3 -1.721 -0.465 -1.855
C4 -2.787 0.233 -2.457
C5 -4.099 -0.214 -2.277
C6 -4.373 -1.327 -1.480
C7 -3.313 -2.068 -0.971
C8 -3.585 -3.328 -0.197
F1 -2.474 -3.768 0.467
F2 -3.992 -4.354 -1.010
F3 -4.568 -3.144 0.738
C9 -1.998 -1.682 -1.191
N1 1.183 1.251 0.039
C10 0.653 1.185 1.330
C11 -0.538 1.700 1.833
C12 -0.808 1.464 3.192
C13 0.056 0.683 3.981
C14 1.238 0.154 3.454
C15 1.566 0.467 2.145
C16 2.685 0.107 1.325
C17 3.810 -0.671 1.578
C18 4.755 -0.824 0.560
C19 4.561 -0.219 -0.692
C20 3.383 0.493 -0.985
C21 2.443 0.628 0.029
H1 0.507 3.292 -2.352
H2 2.039 2.900 -1.548
H3 1.547 2.035 -3.003
H4 -0.556 1.905 -0.925
H5 -2.566 1.086 -3.094
H6 -4.923 0.296 -2.769
H7 -5.397 -1.640 -1.293
H8 -1.174 -2.313 -0.883
H9 -1.182 2.284 1.177
H10 -1.714 1.879 3.632
H11 -0.228 0.467 5.009
H12 1.890 -0.516 4.014
H13 3.897 -1.156 2.547
H14 5.646 -1.430 0.730
H15 5.330 -0.318 -1.461
H16 3.219 0.978 -1.944

Q: Look up the energy of the fourth one.
A: -1562.4148 Ha

Repeat the second record exactly.
C8H28B2O30 | ωB97M-V/def2-TZVPD

The energy above the lowest of the compared OMol25 structures with the same formula, charge and spin is 211.4 kJ/mol. The spin multiplicity is 1. Its charge is -2. As for the HOMO energy: -4.92 eV. The value obtained for the orbital gap is 8.349 eV. The energy is -2629.1769 Ha. Its LUMO energy is 3.43 eV.

Element x y z (Å)
O1 -1.900 -2.306 2.576
C1 -1.354 -1.524 1.811
O2 -1.585 -0.177 1.568
B1 -0.695 0.297 0.515
O3 -0.107 -0.960 0.006
C2 -0.311 -1.975 0.803
O4 0.146 -3.119 0.779
O5 0.323 1.281 0.929
C3 0.289 2.369 0.206
O6 1.002 3.364 0.324
C4 -0.957 2.223 -0.688
O7 -1.507 1.035 -0.440
O8 -1.416 3.094 -1.452
O9 1.852 -1.104 -5.391
C5 1.994 -0.417 -4.380
O10 2.963 -0.375 -3.573
B2 2.558 0.177 -2.329
O11 1.257 0.849 -2.655
C6 0.862 0.547 -3.834
O12 -0.136 0.863 -4.444
O13 2.590 -0.743 -1.178
C7 3.369 -0.320 -0.199
O14 3.601 -0.872 0.848
C8 3.800 1.086 -0.598
O15 3.433 1.246 -1.875
O16 4.404 1.833 0.128
O17 -2.380 2.977 -3.955
H1 -2.459 2.099 -3.583
H2 -2.047 3.513 -3.235
O18 -4.441 0.683 0.836
H3 -4.542 -0.241 0.604
H4 -3.495 0.828 0.834
O19 3.341 4.517 1.537
H5 2.544 4.255 1.075
H6 3.499 3.810 2.162
O20 1.492 -3.383 3.688
H7 1.998 -4.196 3.708
H8 0.878 -3.500 2.963
O21 1.482 -5.398 -0.314
H9 1.550 -6.294 0.016
H10 1.117 -4.900 0.417
O22 -1.477 -1.286 -2.475
H11 -0.787 -0.752 -2.082
H12 -2.223 -0.692 -2.558
O23 2.116 4.985 -1.863
H13 2.437 4.797 -0.981
H14 1.298 5.462 -1.725
O24 -4.692 -1.801 2.750
H15 -5.292 -1.579 3.463
H16 -3.821 -1.632 3.109
O25 -3.448 0.657 4.145
H17 -4.037 1.133 3.559
H18 -2.582 1.020 3.962
O26 -0.806 -3.891 -1.910
H19 -0.300 -4.118 -1.130
H20 -1.036 -2.970 -1.787
O27 -2.659 -4.351 4.105
H21 -2.385 -3.726 3.434
H22 -2.077 -5.102 3.985
O28 2.385 2.236 3.172
H23 2.464 1.551 3.836
H24 1.778 1.875 2.526
O29 2.274 -3.519 -2.067
H25 1.693 -2.759 -2.057
H26 1.979 -4.057 -1.332
O30 -0.993 5.992 -1.241
H27 -1.682 6.340 -1.807
H28 -1.139 5.046 -1.240